A molecular structure, C48H39N4O4PtS2Se. Source: the Open Molecules 2025 dataset; level of theory: ωB97M-V with the def2-TZVPD basis set.

```
99
C48H39N4O4PtS2Se | the Open Molecules 2025 dataset | ωB97M-V with the def2-TZVPD basis set
Pt 1.514 0.330 -0.001
O 3.471 0.782 -0.024
N 3.809 2.015 -0.229
N 2.850 2.798 -0.433
O 1.588 2.416 -0.437
C 3.115 4.204 -0.640
C 2.053 5.014 -0.997
C 2.286 6.370 -1.174
C 3.556 6.894 -0.995
C 4.607 6.058 -0.638
C 4.396 4.702 -0.456
H 1.070 4.585 -1.128
H 1.465 7.016 -1.456
H 3.733 7.952 -1.137
H 5.602 6.461 -0.504
H 5.208 4.043 -0.185
C -4.666 3.928 -0.885
C -3.644 2.833 -0.757
C -3.896 1.555 -1.259
C -2.959 0.544 -1.150
C -1.749 0.821 -0.527
C -1.460 2.084 -0.037
C -2.414 3.085 -0.155
S -0.566 -0.478 -0.389
O -0.569 -1.201 -1.668
C -1.434 -1.574 0.743
C -2.339 -0.890 1.592
C -3.517 -1.444 1.974
C -3.926 -2.642 1.342
C -5.263 -3.104 1.434
C -5.666 -4.205 0.742
C -4.746 -4.892 -0.079
C -3.441 -4.501 -0.138
C -2.977 -3.370 0.591
C -1.589 -2.941 0.499
C -0.627 -4.100 0.295
C -0.980 -5.269 1.096
C -1.697 -5.165 2.322
C -2.028 -6.267 3.052
C -1.690 -7.562 2.601
C -0.943 -7.696 1.472
C -0.529 -6.557 0.734
C 0.417 -6.694 -0.309
C 1.001 -5.576 -0.803
C 0.507 -4.285 -0.482
S 1.786 -3.090 -0.740
O 1.406 -1.953 0.198
C 1.722 -2.600 -2.441
C 2.691 -1.682 -2.823
C 2.756 -1.287 -4.149
C 1.896 -1.827 -5.101
C 1.963 -1.385 -6.536
C 0.964 -2.780 -4.694
C 0.865 -3.168 -3.369
H -5.622 3.542 -1.232
H -4.331 4.685 -1.596
H -4.826 4.425 0.072
H -4.842 1.354 -1.746
H -3.152 -0.446 -1.546
H -0.493 2.292 0.392
H -2.193 4.082 0.210
H -2.082 0.115 1.902
H -4.185 -0.927 2.650
H -5.963 -2.544 2.041
H -6.693 -4.541 0.801
H -5.076 -5.738 -0.667
H -2.755 -5.042 -0.774
H -1.958 -4.192 2.712
H -2.551 -6.144 3.991
H -1.985 -8.431 3.172
H -0.614 -8.672 1.136
H 0.755 -7.679 -0.604
H 1.868 -5.649 -1.450
H 3.393 -1.278 -2.101
H 3.499 -0.560 -4.451
H 2.959 -1.026 -6.794
H 1.260 -0.569 -6.718
H 1.705 -2.198 -7.214
H 0.292 -3.214 -5.425
H 0.111 -3.881 -3.065
C 4.065 2.231 2.871
N 2.700 2.734 2.849
C 1.582 1.984 2.816
Se 1.484 0.129 2.671
N 0.533 2.829 2.861
C 0.968 4.149 2.882
C 0.292 5.360 2.891
C 1.070 6.505 2.901
C 2.469 6.442 2.908
C 3.139 5.231 2.903
C 2.356 4.087 2.886
H 4.066 1.216 2.484
H 4.451 2.237 3.889
H 4.682 2.867 2.239
H -0.417 2.501 2.852
H -0.789 5.408 2.900
H 0.586 7.472 2.913
H 3.039 7.361 2.916
H 4.219 5.185 2.907
```

* energy relative to the best compared isomer or geometry (same formula, charge and spin): 3.283 eV
* E_LUMO (spin up / spin down): -3.06 / -3.06 eV
* 2S+1: 1
* charge: +1
* frontier orbital gap (spin up / spin down): 6.33 / 6.33 eV

Atomic partial charges in e from the Löwdin method, atoms 1 to 2: atom 1 (Pt): 0.87, atom 2 (O): -0.29

---

A molecular structure, C4H5CrLiO2. Source: the Open Molecules 2025 dataset; level of theory: ωB97M-V with the def2-TZVPD basis set.

```
13
C4H5CrLiO2 | the Open Molecules 2025 dataset | ωB97M-V with the def2-TZVPD basis set
H -0.613 -2.283 0.083
C 0.299 -0.212 1.471
C 0.506 -0.803 0.187
C 0.233 -0.024 -0.985
C -0.902 0.748 -1.176
O -0.934 1.770 -1.952
Cr -1.986 3.177 -2.394
H -0.482 0.565 1.562
H 1.395 -1.439 0.125
H 0.932 -0.102 -1.821
H -1.828 0.490 -0.637
O 0.956 -0.497 2.497
Li 2.426 -1.389 3.039
```

* energy relative to the best compared isomer or geometry (same formula, charge and spin): 1.134 eV
* E_LUMO (spin up / spin down): -4.13 / -3.94 eV
* 2S+1: 6
* charge: +1
* frontier orbital gap (spin up / spin down): 6.58 / 6.85 eV
* <S²>: 9.14

Atomic partial charges in e from the Löwdin method, atoms 1 to 2: atom 1 (H): 0.21, atom 2 (C): -0.26

---

A molecular structure, C18H24BBr6CrN6O14. Source: the Open Molecules 2025 dataset; level of theory: ωB97M-V with the def2-TZVPD basis set.

```
70
C18H24BBr6CrN6O14 | the Open Molecules 2025 dataset | ωB97M-V with the def2-TZVPD basis set
Cr -0.108 -2.292 -0.191
N 1.215 -3.853 -1.708
O 0.571 -2.726 -2.028
O 1.310 -3.986 -0.452
O 1.611 -4.583 -2.575
N 0.404 -1.855 2.438
O 1.468 -2.021 1.780
O 0.294 -1.612 3.636
O -0.708 -2.041 1.804
O -7.738 -0.580 -2.223
C -6.619 -1.060 -2.121
O -6.225 -2.126 -1.294
B -4.853 -2.491 -1.684
O -4.527 -1.601 -2.802
C -5.434 -0.709 -3.015
O -5.415 0.237 -3.718
O -4.844 -3.851 -2.144
C -3.836 -4.469 -1.612
O -3.525 -5.619 -1.664
C -3.164 -3.483 -0.590
O -3.835 -2.342 -0.612
O -2.174 -3.732 0.080
Br 3.560 6.293 -4.465
C 1.828 6.412 -3.557
C 2.060 7.634 -2.635
Br 0.693 7.636 -1.155
H 1.564 5.510 -3.027
H 1.110 6.667 -4.276
H 1.813 8.521 -3.280
H 3.069 7.644 -2.261
Br 4.961 -5.048 0.637
C 5.670 -3.268 0.221
C 4.592 -2.190 0.380
Br 5.305 -0.498 -0.300
H 6.025 -3.269 -0.808
H 6.457 -3.184 1.000
H 4.478 -2.155 1.436
H 3.622 -2.345 -0.099
Br 3.545 3.942 0.286
C 3.088 5.603 1.405
C 4.228 6.549 1.639
Br 3.759 7.875 3.063
H 2.720 5.141 2.272
H 2.267 6.096 0.847
H 4.576 7.206 0.901
H 5.117 5.974 2.133
C -1.395 -4.846 3.850
C -2.880 -4.884 4.077
N -3.961 -5.032 4.289
H -0.962 -5.811 3.782
H -0.841 -4.136 4.560
H -1.151 -4.452 2.835
C 2.529 0.590 1.717
C 1.938 0.253 0.397
N 1.517 -0.029 -0.637
H 1.697 0.995 2.297
H 3.464 1.241 1.648
H 2.767 -0.333 2.238
C -3.578 -0.821 2.610
C -3.383 0.469 2.054
N -3.124 1.485 1.594
H -4.480 -0.879 3.248
H -2.676 -0.997 3.215
H -3.715 -1.565 1.852
C -2.137 0.805 -2.879
C -1.743 -0.298 -1.934
N -1.298 -0.898 -1.105
H -2.421 1.661 -2.281
H -2.894 0.511 -3.580
H -1.248 1.020 -3.508
```

* energy relative to the best compared isomer or geometry (same formula, charge and spin): 0.000 eV
* E_LUMO (spin up / spin down): 1.32 / 1.32 eV
* 2S+1: 5
* charge: -1
* frontier orbital gap (spin up / spin down): 8.04 / 9.17 eV
* <S²>: 6.01

Atomic partial charges in e from the Löwdin method, atoms 1 to 2: atom 1 (Cr): 0.81, atom 2 (N): -0.49

---

| no. | molecular weight (g/mol) | total energy (eV) | strongest force on any atom (hartree/bohr) |
| --- | --- | --- | --- |
| 1 | 1074.04 | -154812.7190 | 0.0216 |
| 2 | 144.02 | -36939.6775 | 0.0470 |
| 3 | 1090.65 | -506015.3851 | 0.1294 |